Record 1
{
  "formula": "C23H22F6N2O4RuS2",
  "method": "the ωB97M-V functional and the def2-TZVPD basis",
  "e_above_lowest_kj_mol": 14.3,
  "e_homo_ev": [-11.76, -12.06],
  "multiplicity": 2,
  "total_charge": 1,
  "symbols": ["Ru", "C", "C", "C", "C", "C", "C", "C", "C", "C", "H", "H", "H", "H", "H", "H", "H", "H", "H", "H", "H", "H", "N", "C", "C", "C", "C", "C", "C", "C", "C", "C", "C", "C", "C", "H", "H", "H", "H", "H", "H", "H", "H", "H", "H", "F", "C", "F", "F", "S", "O", "O", "N", "S", "O", "O", "C", "F", "F", "F"],
  "xyz": [[-0.498, 0.509, -0.074], [-0.306, -0.629, -3.944], [-0.604, -1.152, -2.568], [0.059, -2.263, -2.063], [-0.221, -2.770, -0.797], [0.420, -4.025, -0.287], [-1.202, -2.143, -0.025], [-2.009, -1.113, -0.547], [-3.311, -0.736, 0.101], [-1.649, -0.583, -1.810], [-0.795, -1.261, -4.689], [0.763, -0.645, -4.158], [-0.680, 0.384, -4.074], [0.813, -2.749, -2.674], [-0.304, -4.842, -0.316], [0.748, -3.909, 0.746], [1.277, -4.315, -0.891], [-1.462, -2.560, 0.942], [-4.122, -1.252, -0.418], [-3.510, 0.333, 0.028], [-3.336, -1.039, 1.146], [-2.287, 0.171, -2.254], [1.505, -0.003, -0.374], [2.145, -1.033, 0.406], [3.076, -1.869, -0.186], [3.711, -2.832, 0.582], [3.390, -2.958, 1.924], [2.447, -2.121, 2.500], [1.807, -1.130, 1.754], [0.785, -0.270, 2.411], [1.039, 0.133, 3.725], [0.064, 0.737, 4.496], [-1.217, 0.906, 3.981], [-1.481, 0.556, 2.672], [-0.475, 0.037, 1.848], [1.739, -0.114, -1.358], [1.908, 0.901, -0.103], [3.329, -1.752, -1.234], [4.447, -3.483, 0.130], [3.871, -3.716, 2.527], [2.191, -2.235, 3.545], [2.018, -0.058, 4.147], [0.291, 1.053, 5.505], [-1.997, 1.345, 4.588], [-2.468, 0.738, 2.270], [-0.150, 4.545, 2.082], [-0.061, 3.867, 0.962], [0.742, 4.488, 0.118], [0.506, 2.658, 1.240], [-1.774, 3.602, 0.221], [-2.000, 2.163, 0.377], [-2.635, 4.474, 0.928], [-1.604, 4.025, -1.286], [-1.047, 2.938, -2.283], [-2.040, 2.233, -3.028], [0.003, 2.111, -1.651], [-0.128, 3.992, -3.485], [0.404, 3.178, -4.393], [-0.964, 4.830, -4.063], [0.836, 4.655, -2.867]],
  "atomic_forces_ev_per_a": [[-0.06, 0.71, 0.41], [0.02, 0.03, 0.02], [-0.14, -0.06, -0.15], [0.06, 0.04, -0.02], [-0.16, -0.06, 0.07], [0.10, 0.03, 0.00], [-0.03, -0.16, -0.04], [0.16, 0.17, 0.14], [-0.10, -0.08, -0.06], [0.14, -0.05, 0.10], [0.00, 0.00, 0.00], [-0.01, -0.01, 0.00], [0.00, -0.01, 0.00], [0.00, -0.01, 0.00], [0.01, 0.00, 0.02], [0.01, 0.00, 0.02], [0.02, 0.00, -0.02], [0.06, 0.04, 0.04], [0.01, -0.02, 0.01], [0.00, -0.02, -0.01], [0.01, 0.00, -0.01], [0.07, 0.03, -0.02], [-0.04, -0.01, -0.17], [-0.17, -0.09, 0.07], [0.08, 0.03, 0.10], [0.00, -0.05, -0.08], [-0.02, -0.02, 0.08], [0.07, 0.07, 0.00], [-0.09, 0.01, -0.12], [-0.04, -0.30, -0.08], [-0.05, -0.07, 0.11], [-0.01, -0.02, -0.04], [0.02, 0.01, 0.06], [-0.08, -0.07, -0.15], [0.28, 0.25, 0.04], [-0.09, -0.03, -0.02], [0.05, -0.03, -0.08], [-0.03, 0.01, -0.01], [0.00, 0.00, 0.00], [0.00, 0.00, 0.00], [0.00, -0.05, -0.02], [-0.01, 0.05, 0.00], [0.01, -0.01, 0.00], [-0.01, -0.02, 0.01], [0.05, 0.07, 0.00], [0.01, -0.07, 0.06], [0.01, 0.01, -0.09], [-0.05, 0.07, 0.03], [0.02, -0.02, -0.07], [0.17, 0.46, -0.28], [-0.22, -0.44, -0.09], [-0.03, -0.03, 0.00], [-0.02, -0.42, 0.11], [-0.22, 0.47, 0.15], [0.05, 0.02, -0.07], [0.11, -0.35, 0.01], [0.06, -0.02, 0.04], [0.00, 0.01, 0.00], [0.01, -0.01, 0.00], [-0.01, 0.00, -0.01]]
}

Record 2
{
  "formula": "C32H78N6O2S2",
  "method": "the ωB97M-V functional and the def2-TZVPD basis",
  "e_homo_ev": [0.29, -6.31],
  "multiplicity": 2,
  "total_charge": -1,
  "symbols": ["C", "C", "N", "C", "C", "C", "C", "H", "H", "H", "H", "H", "H", "H", "H", "H", "H", "H", "H", "H", "H", "H", "C", "C", "N", "C", "C", "C", "C", "H", "H", "H", "H", "H", "H", "H", "H", "H", "H", "H", "H", "H", "H", "H", "C", "C", "N", "C", "C", "C", "C", "H", "H", "H", "H", "H", "H", "H", "H", "H", "H", "H", "H", "H", "H", "H", "C", "C", "N", "C", "C", "C", "C", "H", "H", "H", "H", "H", "H", "H", "H", "H", "H", "H", "H", "H", "H", "H", "C", "C", "N", "H", "H", "H", "C", "C", "N", "H", "H", "H", "C", "S", "O", "C", "H", "H", "H", "H", "H", "H", "C", "S", "O", "C", "H", "H", "H", "H", "H", "H"],
  "xyz": [[0.462, 3.347, -6.495], [0.949, 2.054, -5.827], [2.326, 1.650, -6.277], [2.887, 0.631, -5.385], [2.040, -0.670, -5.140], [2.427, 1.326, -7.638], [3.892, 1.571, -8.100], [1.260, 4.090, -6.508], [-0.479, 3.727, -6.095], [0.320, 3.108, -7.549], [0.804, 2.098, -4.747], [0.384, 1.186, -6.166], [3.832, 0.340, -5.842], [3.102, 1.018, -4.389], [1.727, -1.109, -6.088], [2.669, -1.482, -4.776], [1.265, -0.502, -4.392], [1.800, 1.957, -8.267], [2.132, 0.351, -8.027], [4.594, 0.938, -7.556], [4.077, 2.622, -7.878], [3.971, 1.516, -9.186], [3.463, 0.801, 1.159], [3.027, -0.488, 1.925], [4.052, -1.600, 1.933], [4.492, -1.904, 3.247], [5.358, -0.762, 3.624], [3.436, -2.809, 1.270], [4.509, -3.949, 0.970], [3.603, 0.655, 0.088], [4.385, 1.227, 1.556], [2.714, 1.578, 1.312], [2.595, -0.251, 2.898], [2.104, -0.868, 1.486], [3.687, -2.000, 3.976], [5.060, -2.834, 3.287], [5.899, -1.018, 4.535], [6.087, -0.474, 2.866], [4.829, 0.151, 3.900], [2.974, -2.602, 0.304], [2.625, -3.243, 1.855], [4.167, -4.624, 0.185], [4.880, -4.486, 1.842], [5.406, -3.503, 0.540], [-1.298, -2.754, 6.435], [-1.581, -1.660, 7.436], [-2.495, -0.654, 6.900], [-1.971, 0.249, 5.815], [-0.565, 0.829, 6.149], [-3.817, -1.157, 6.477], [-4.849, -0.119, 6.881], [-0.602, -2.526, 5.628], [-2.246, -3.126, 6.048], [-0.912, -3.663, 6.897], [-2.043, -2.038, 8.347], [-0.682, -1.178, 7.820], [-2.060, -0.281, 4.867], [-2.580, 1.129, 5.603], [0.164, 0.039, 6.331], [-0.244, 1.281, 5.211], [-0.490, 1.521, 6.988], [-4.089, -2.106, 6.938], [-3.925, -1.309, 5.403], [-4.539, 0.877, 6.564], [-5.034, -0.119, 7.955], [-5.766, -0.262, 6.309], [-0.791, 0.292, 2.250], [-2.016, -0.141, 1.420], [-2.427, 0.968, 0.555], [-3.839, 0.956, 0.062], [-4.646, 1.379, 1.272], [-1.489, 1.200, -0.543], [-1.437, 0.211, -1.682], [-0.742, -0.490, 3.008], [-0.962, 1.217, 2.800], [0.149, 0.380, 1.705], [-2.021, -1.166, 1.050], [-2.883, -0.224, 2.076], [-4.139, -0.003, -0.359], [-3.985, 1.726, -0.697], [-5.676, 1.573, 0.973], [-4.249, 2.303, 1.692], [-4.616, 0.664, 2.094], [-1.785, 2.173, -0.935], [-0.463, 1.428, -0.257], [-1.017, -0.683, -1.222], [-2.387, 0.103, -2.206], [-0.718, 0.519, -2.442], [-0.984, 4.119, 1.217], [0.067, 3.775, 2.227], [0.926, 3.558, 2.999], [-1.844, 3.481, 1.420], [-0.743, 3.775, 0.211], [-1.268, 5.170, 1.274], [0.252, -3.507, -3.239], [-0.313, -4.744, -3.615], [-0.857, -5.719, -3.944], [-0.322, -2.762, -2.688], [0.520, -3.090, -4.210], [1.170, -3.659, -2.672], [1.562, 3.281, -1.936], [0.409, 4.269, -2.969], [-0.777, 4.660, -2.075], [1.305, 5.867, -2.931], [1.665, 3.724, -0.946], [2.564, 3.276, -2.364], [1.279, 2.231, -1.856], [1.214, 6.350, -1.958], [0.709, 6.539, -3.548], [2.256, 5.821, -3.460], [-3.366, -3.512, -1.048], [-4.983, -3.439, -1.929], [-4.992, -2.295, -2.945], [-4.647, -4.941, -2.985], [-3.298, -4.339, -0.342], [-3.189, -2.588, -0.498], [-2.537, -3.754, -1.713], [-3.562, -4.979, -3.081], [-5.216, -4.834, -3.909], [-5.032, -5.857, -2.537]],
  "atomic_forces_ev_per_a": [[0.52, -0.85, -0.59], [0.31, -0.72, -1.23], [-0.99, 0.79, 2.92], [-0.21, -1.13, -0.09], [1.00, 0.39, -0.54], [1.25, 0.29, -2.33], [-1.01, 0.72, -0.01], [-0.10, 0.23, 0.44], [0.19, -0.01, 0.12], [-0.36, 0.22, -0.07], [0.73, -0.05, 0.03], [-1.07, 0.18, 0.16], [0.06, -0.08, 0.28], [0.06, 0.47, -0.12], [-0.79, 0.32, -0.06], [0.32, 0.26, 0.50], [-0.30, -0.14, -0.38], [0.00, 0.45, 0.31], [-0.24, -0.86, 0.75], [0.09, 0.07, -0.40], [0.36, -0.03, 0.26], [0.20, -0.57, -0.01], [-0.14, -0.46, 0.80], [0.24, -0.03, -0.92], [-2.71, -0.80, -2.14], [0.38, 0.32, 0.07], [1.29, 0.92, 1.75], [1.67, -1.00, -0.06], [-0.19, 1.35, 0.03], [-0.08, -0.28, 0.04], [0.14, -0.22, 0.09], [-0.24, 0.00, -0.09], [0.81, 0.20, 0.62], [0.12, -0.16, -0.69], [-0.45, -0.16, 0.21], [0.02, -0.01, -0.28], [0.31, 0.04, 0.16], [-0.08, -0.33, -0.14], [-0.37, -0.03, -0.24], [0.20, 0.68, 0.01], [-0.16, 0.00, 0.43], [-0.35, -0.19, 0.33], [-0.44, -0.19, 0.06], [0.02, 0.38, -0.04], [0.07, -1.28, 0.26], [-0.21, 0.50, -0.34], [-0.51, 1.05, -0.81], [0.76, -0.32, 1.55], [-0.29, -1.11, -1.21], [0.06, 0.77, 0.82], [-0.43, 0.27, -0.52], [-0.23, 0.37, -0.05], [-0.02, 0.28, -0.46], [0.39, 0.05, 0.34], [-0.24, -0.35, -0.10], [0.09, 0.09, -0.29], [0.84, -0.26, -0.31], [-0.63, -0.06, 0.72], [-0.02, -0.11, 0.02], [0.24, 0.48, 0.21], [-0.50, 0.06, -0.16], [0.33, -0.09, 0.20], [0.44, -0.12, -0.37], [0.28, 0.04, 0.25], [-0.05, 0.03, -0.09], [-0.36, -0.29, 0.30], [-0.77, -1.07, 0.19], [-1.18, 1.58, 0.88], [0.82, -0.58, -1.71], [1.14, 0.24, 1.54], [-0.80, 0.10, 0.03], [-0.43, 1.77, -0.81], [0.30, -0.12, 0.30], [0.73, -0.08, 0.13], [-0.22, 0.11, -0.28], [-0.13, -0.19, -0.05], [0.85, -0.06, -0.89], [0.21, 0.00, 0.73], [-0.14, -0.17, -0.02], [0.40, -0.09, -0.17], [-0.22, -0.16, 0.24], [0.09, 0.10, -0.22], [-0.25, -0.15, -0.17], [-0.21, 0.21, -0.34], [0.08, -0.46, 0.83], [-0.39, -0.68, -0.53], [-0.09, -0.47, 0.26], [0.18, 0.17, 0.02], [0.15, -1.01, 0.81], [1.57, 0.02, 0.85], [-2.24, 0.47, -1.90], [-0.25, 0.10, 0.37], [0.55, 0.59, -0.01], [0.21, -0.14, -0.15], [1.52, 1.27, -0.34], [-2.45, -2.82, -0.16], [0.98, 1.41, 0.46], [-0.54, -0.43, -0.05], [0.31, 0.59, 0.08], [0.13, -0.02, 0.00], [0.37, 0.31, -0.05], [-0.65, 1.29, 2.08], [0.98, -1.01, -1.00], [-0.50, -0.02, -1.11], [-0.34, 0.09, 0.04], [-0.03, 0.16, -0.38], [-0.46, 0.11, -0.10], [0.64, -0.64, 0.28], [-0.34, -0.25, -0.28], [0.33, -0.07, 0.65], [0.15, -0.18, -0.16], [0.42, 0.20, -1.51], [0.31, -1.17, 1.47], [-0.27, 0.31, 0.77], [-0.72, -0.08, 0.20], [-0.10, 0.04, -0.23], [-0.07, 0.58, -0.41], [-0.23, -0.20, -0.55], [0.38, 0.44, -0.04], [0.18, 0.06, 0.44]]
}

Record 3
{
  "formula": "C8H12N2OS",
  "method": "the ωB97M-V functional and the def2-TZVPD basis",
  "e_above_lowest_kj_mol": 484.3,
  "smiles": "N#CC(O)=C=N.CCCCC=S",
  "e_homo_ev": -8.79,
  "multiplicity": 1,
  "total_charge": 0,
  "symbols": ["N", "C", "C", "O", "C", "N", "H", "H", "C", "C", "C", "C", "C", "S", "H", "H", "H", "H", "H", "H", "H", "H", "H", "H"],
  "xyz": [[4.798, -1.249, 1.885], [3.740, -1.382, 1.440], [2.391, -1.696, 1.018], [1.921, -1.475, -0.297], [1.672, -2.261, 1.967], [1.098, -2.940, 2.806], [2.647, -0.946, -0.794], [0.471, -2.655, 3.462], [-3.070, 0.493, -1.310], [-2.199, 0.170, -0.097], [-1.065, 1.202, 0.072], [-0.021, 0.995, -1.190], [1.027, 1.912, -0.926], [2.575, 1.554, -0.854], [-3.957, -0.135, -1.383], [-3.327, 1.619, -1.325], [-2.570, 0.330, -2.270], [-1.622, -0.706, -0.263], [-2.923, 0.025, 0.673], [-1.312, 2.275, 0.167], [-0.519, 0.888, 0.966], [-0.686, 1.121, -2.155], [0.297, -0.074, -1.074], [0.635, 2.935, -0.519]],
  "atomic_forces_ev_per_a": [[-0.33, 0.16, -0.32], [-0.29, -0.23, -0.09], [0.65, 0.44, -0.72], [2.10, 0.48, 0.28], [-1.31, -0.67, 0.97], [2.81, -0.94, -3.41], [-1.79, -0.91, 1.17], [-1.98, 1.51, 2.20], [0.05, 1.45, -0.95], [-0.02, 1.61, -1.57], [0.65, -0.71, -0.66], [-4.27, -1.88, 0.39], [-0.03, 2.72, 1.01], [1.19, 0.27, -0.06], [-0.20, 0.26, 0.29], [-0.01, -1.77, 0.19], [0.16, -0.02, 0.15], [-0.07, -1.37, -0.03], [0.19, 0.12, 1.30], [-0.31, -0.56, -0.10], [0.18, 0.38, 0.00], [1.70, 0.10, 1.70], [-0.07, 1.04, -0.66], [0.98, -1.48, -1.07]]
}

| no. | F_max (Eh/bohr) |
| --- | --- |
| 1 | 0.016 |
| 2 | 0.073 |
| 3 | 0.091 |